Record 1
Molecular formula: C53H50AsIrNOP2S
Method: DFT, the ωB97M-V functional and the def2-TZVPD basis

Geometry as XYZ:
```
110
Properties=species:S:1:pos:R:3:forces:R:3:mulliken_charge:R:1
Ir 0.0067 -0.1313 0.5104 -0.083 0.276 0.299 2.925
S 1.8810 0.3043 -0.6752 -0.045 -0.164 0.122 -0.428
C 2.5131 1.9251 -0.3227 0.007 0.043 -0.101 0.962
C 3.7206 2.2891 -0.9155 0.018 0.021 -0.042 -0.735
C 4.2198 3.5692 -0.7401 -0.011 -0.022 -0.004 -0.772
C 3.5108 4.5056 0.0041 -0.020 -0.008 0.002 -0.811
C 2.3126 4.1422 0.5957 0.012 0.005 0.005 -0.296
C 1.8321 2.8437 0.4556 -0.032 0.081 0.106 -1.056
As 0.1893 2.2806 1.2905 0.138 -0.200 -0.137 1.292
C 0.4493 2.7471 3.1530 -0.083 0.016 -0.005 0.608
C 1.7130 3.0557 3.6423 0.024 -0.034 -0.008 -0.838
C 1.8819 3.3609 4.9864 -0.010 -0.015 -0.007 -0.863
C 0.7931 3.3584 5.8450 -0.002 -0.012 -0.001 -0.774
C -0.4697 3.0439 5.3602 0.001 -0.005 -0.012 -1.088
C -0.6414 2.7356 4.0195 0.023 0.026 0.016 -0.119
C -0.9472 3.7071 0.6198 0.083 0.063 -0.025 0.247
C -1.5883 4.6266 1.4416 -0.050 0.019 -0.039 0.014
C -2.3182 5.6661 0.8770 0.010 -0.015 0.008 -0.699
C -2.3942 5.8009 -0.5015 0.010 -0.024 0.013 -0.803
C -1.7252 4.9018 -1.3217 -0.019 0.002 -0.005 -0.770
C -1.0020 3.8607 -0.7626 0.036 0.002 -0.004 -0.837
H 4.2552 1.5698 -1.5229 0.003 0.005 0.002 0.509
H 5.1595 3.8439 -1.2007 -0.002 -0.001 -0.003 0.404
H 3.8901 5.5117 0.1208 0.002 -0.003 0.002 0.424
H 1.7500 4.8667 1.1738 0.011 -0.001 0.009 0.485
H 2.5752 3.0452 2.9888 -0.004 0.015 -0.012 0.473
H 2.8697 3.5961 5.3601 -0.002 0.001 0.003 0.439
H 0.9277 3.5962 6.8919 0.000 0.000 -0.002 0.413
H -1.3226 3.0332 6.0265 0.002 0.003 0.001 0.450
H -1.6281 2.4740 3.6575 -0.024 0.027 -0.002 0.243
H -1.5258 4.5509 2.5178 0.020 -0.023 0.034 0.464
H -2.8163 6.3784 1.5218 0.000 0.004 -0.006 0.488
H -2.9586 6.6157 -0.9356 -0.001 -0.002 -0.001 0.431
H -1.7590 5.0117 -2.3977 -0.003 0.006 0.003 0.475
H -0.4618 3.1797 -1.4091 -0.005 -0.007 0.015 0.559
C -1.4383 -3.2684 0.3960 0.070 -0.123 0.017 -3.062
N -2.7571 -2.7511 0.1155 -0.018 -0.054 -0.114 1.520
C -2.8886 -1.5389 -0.6369 -0.034 -0.002 0.163 -1.469
P -2.2137 0.0028 0.1117 0.068 0.063 -0.057 1.634
C -3.2785 0.4394 1.4987 0.037 0.122 0.029 1.114
C -3.8128 -0.5485 2.3250 -0.080 0.028 -0.036 -1.641
C -4.5839 -0.1896 3.4204 0.001 -0.008 -0.017 -0.622
C -4.8181 1.1482 3.7056 -0.009 0.014 0.001 -1.015
C -4.2841 2.1353 2.8888 0.012 -0.001 -0.007 -0.621
C -3.5134 1.7833 1.7905 -0.062 -0.047 0.032 -0.997
C -2.6089 1.0864 -1.2842 0.061 -0.109 -0.121 0.863
C -3.8193 1.7651 -1.4050 -0.011 -0.005 0.002 -0.817
C -4.1243 2.4359 -2.5805 -0.005 0.003 0.012 -0.831
C -3.2418 2.4093 -3.6505 0.017 -0.007 0.004 -0.759
C -2.0483 1.7064 -3.5489 -0.018 0.013 0.013 -0.708
C -1.7326 1.0464 -2.3719 0.003 0.073 -0.004 -0.231
C -3.8590 -3.5576 0.4439 -0.018 0.047 0.049 0.875
C -3.6721 -4.7044 1.2262 0.008 0.003 0.019 -0.263
C -4.7456 -5.5115 1.5737 -0.004 0.006 -0.004 -0.890
C -6.0321 -5.2050 1.1646 0.013 0.007 0.003 -0.636
C -6.2266 -4.0657 0.3993 0.003 0.005 0.000 -0.907
C -5.1652 -3.2497 0.0422 -0.002 -0.010 -0.009 -0.473
P 0.0105 -2.3454 -0.2378 -0.045 0.070 -0.119 0.985
C 1.3174 -3.4132 0.4153 0.067 0.080 0.026 0.956
C 1.6938 -4.5800 -0.2477 -0.001 -0.009 0.016 -0.520
C 2.6419 -5.4163 0.3210 0.007 -0.016 -0.003 -0.824
C 3.2174 -5.0936 1.5429 -0.009 0.013 -0.008 -0.637
C 2.8432 -3.9322 2.2038 0.009 -0.015 -0.006 -0.681
C 1.8936 -3.0953 1.6399 0.000 0.010 -0.041 -0.494
C 0.0685 -2.6513 -2.0245 -0.039 -0.025 0.005 1.255
C 1.2284 -2.3192 -2.7269 -0.036 0.025 -0.035 -0.630
C 1.3102 -2.5578 -4.0890 -0.011 -0.003 0.006 -0.834
C 0.2421 -3.1378 -4.7620 0.009 0.010 0.013 -0.668
C -0.9022 -3.4948 -4.0658 0.005 -0.004 0.000 -0.845
C -0.9885 -3.2572 -2.7005 0.026 -0.090 -0.029 -0.384
H -1.3237 -4.2871 0.0034 -0.002 -0.006 0.001 1.347
H -1.2357 -3.3029 1.4719 -0.037 0.008 -0.021 0.778
H -3.9306 -1.3097 -0.8372 -0.021 -0.021 0.020 0.497
H -2.4002 -1.5926 -1.6177 -0.040 0.048 0.004 -0.012
H -3.6244 -1.5924 2.1225 0.014 -0.004 -0.001 0.496
H -4.9994 -0.9616 4.0550 0.000 0.001 -0.002 0.524
H -5.4220 1.4212 4.5611 -0.001 -0.001 0.000 0.415
H -4.4700 3.1810 3.1008 0.004 -0.003 -0.002 0.529
H -3.1071 2.5613 1.1587 -0.026 -0.021 -0.016 0.533
H -4.5298 1.7746 -0.5899 -0.007 -0.003 0.024 0.456
H -5.0593 2.9747 -2.6608 0.000 -0.006 0.000 0.482
H -3.4890 2.9280 -4.5676 0.004 0.003 0.001 0.434
H -1.3614 1.6714 -4.3845 -0.002 0.001 -0.005 0.494
H -0.7898 0.5148 -2.2896 -0.019 -0.009 -0.002 0.154
H -2.6908 -4.9763 1.5854 0.007 0.005 -0.011 0.448
H -4.5624 -6.3903 2.1784 0.001 0.000 -0.001 0.400
H -6.8655 -5.8375 1.4361 0.000 0.001 0.002 0.406
H -7.2217 -3.7996 0.0665 0.002 0.000 -0.002 0.420
H -5.3859 -2.3796 -0.5579 0.004 -0.004 -0.009 0.502
H 1.2582 -4.8372 -1.2051 -0.007 0.013 0.000 0.468
H 2.9347 -6.3213 -0.1946 0.003 0.002 0.002 0.439
H 3.9614 -5.7484 1.9770 -0.003 0.001 0.003 0.400
H 3.2916 -3.6759 3.1548 -0.001 -0.005 -0.003 0.464
H 1.5830 -2.1925 2.1411 0.029 0.068 0.068 0.035
H 2.0754 -1.8895 -2.2090 0.001 0.011 -0.001 0.340
H 2.2139 -2.2980 -4.6242 -0.001 -0.002 -0.003 0.450
H 0.3090 -3.3241 -5.8257 0.000 -0.002 0.001 0.404
H -1.7283 -3.9686 -4.5794 0.003 0.002 -0.003 0.470
H -1.8785 -3.5737 -2.1693 0.008 0.013 -0.008 0.211
C 0.8761 -0.3533 3.8090 0.050 -0.009 -0.010 -1.797
C -0.5834 -0.6013 3.4396 -0.287 0.105 0.024 1.805
C -1.1848 -1.6203 4.3969 -0.051 -0.037 -0.048 -1.780
O -0.8268 -1.0824 2.1332 0.346 -0.222 0.009 0.421
H 0.9143 0.2645 4.7092 0.037 0.008 -0.018 0.337
H 1.4338 0.1716 3.0310 -0.023 0.000 -0.048 0.324
H 1.4047 -1.2821 4.0298 -0.059 -0.076 -0.015 0.529
H -1.1361 0.3409 3.5638 0.028 0.012 0.000 -1.028
H -0.6772 -2.5816 4.2819 0.004 0.013 0.005 0.280
H -2.2449 -1.7599 4.1873 0.019 -0.024 0.036 0.337
H -1.0739 -1.2920 5.4319 0.006 0.000 0.003 0.426
```
Positions in Å, forces in eV/Å.

The total charge is +1. The value obtained for the HOMO energy is -9.99 eV. The value obtained for the relative energy (zero: lowest compared OMol25 entry of this formula, charge and spin) is 0.00 kJ/mol. Its HOMO-LUMO gap is 0.254 Eh.

Record 2
Molecular formula: C53H51BrF9N3O7S
Method: DFT, the ωB97M-V functional and the def2-TZVPD basis

Geometry as XYZ:
```
125
Properties=species:S:1:pos:R:3:forces:R:3:mulliken_charge:R:1
C 6.1048 -2.4892 3.1777 -0.001 -0.504 -0.041 -1.019
C 5.0749 -3.3975 2.8868 -0.236 1.270 0.389 -1.002
C 4.2718 -3.5417 1.5348 -0.303 1.078 2.565 1.444
O 3.9868 -4.9237 1.5113 0.898 0.541 -0.354 -0.096
C 5.0748 -5.7453 1.0985 -0.679 -1.702 -0.083 -0.595
C 4.5754 -7.2508 1.2336 -0.481 0.358 0.043 0.299
C 4.2560 -7.8210 -0.1672 0.763 0.399 0.101 -1.261
O 3.3852 -7.2807 2.0387 0.132 -0.102 0.082 -0.524
C 5.2566 -2.8922 0.5007 -2.356 1.305 -0.267 -0.656
O 6.3821 -3.1501 0.1824 0.616 -0.711 -0.100 -0.635
N 4.5298 -1.8246 0.0198 0.470 -0.471 0.384 -0.235
C 3.2863 -1.3748 0.7582 2.118 -0.611 -1.751 2.141
C 2.4473 -0.8341 -0.4568 -1.349 0.427 0.567 -2.834
C 0.8885 -0.8379 -0.2795 -0.182 0.397 -1.070 -0.341
C 0.1637 -1.3568 -1.5800 -0.371 0.049 0.265 -1.265
C -1.1177 -2.2201 -1.2613 0.715 0.735 -0.101 -1.203
C -2.3756 -1.3064 -1.4312 2.658 -2.126 0.782 0.660
F -2.4285 -1.0148 -2.7548 -0.899 0.595 0.659 -0.307
F -2.1394 -0.2048 -0.6701 -0.902 0.082 -0.511 -0.276
C -3.6076 -2.1407 -0.9569 -0.444 -0.198 -1.091 0.549
F -3.8818 -2.9962 -1.9613 0.251 0.286 0.184 -0.285
F -3.3708 -2.9021 0.1105 0.390 0.756 0.149 -0.295
S -5.1906 -1.1578 -0.6229 -2.567 -1.020 0.636 1.504
F -4.7502 0.0325 -1.5988 0.157 -0.523 0.523 -0.322
F -4.5759 -0.4603 0.6807 0.239 0.023 -0.974 -0.304
F -5.7405 -2.3433 0.3434 0.319 0.663 -0.496 -0.330
F -5.9540 -1.9097 -1.8363 0.481 0.916 0.394 -0.321
F -6.5613 -0.3591 -0.3505 0.964 -0.796 -0.010 -0.282
C 3.9079 -0.2804 1.7155 -1.025 0.387 -0.359 -1.083
C 3.1734 1.0820 1.7921 1.846 0.886 1.027 0.337
C 4.0306 1.9892 2.7595 -0.236 -0.762 0.141 -1.336
Br 1.3512 1.0585 2.5136 0.087 -0.052 -0.305 -0.135
C 2.8846 -2.7799 1.3690 -0.311 -1.351 -0.834 2.459
C 1.9798 -2.8558 2.6241 0.399 0.344 0.033 -2.322
C 2.3470 -2.1139 3.9253 -0.606 -0.260 1.370 -0.328
N 1.1858 -2.2403 4.8736 0.177 0.203 -0.836 -0.813
C 2.1857 -3.7127 0.2975 -0.939 0.142 -1.244 0.547
C 2.7047 -3.9638 -1.0067 -0.239 0.226 0.909 -0.414
C 2.0124 -4.7764 -1.8953 1.016 -0.228 -1.795 -0.812
N 0.8654 -5.4488 -1.7232 0.856 1.365 1.450 -0.631
C 0.4061 -5.1833 -0.4984 -1.704 -0.986 0.528 -0.910
C 0.9465 -4.3695 0.4986 0.865 0.495 0.026 -1.114
H 5.9813 -1.4359 3.4813 0.096 0.127 -2.204 0.292
H 7.1478 -2.8483 3.0440 -0.453 -0.278 2.285 0.226
H 4.7603 -4.0782 3.7051 1.343 -1.322 -1.387 0.596
H 5.9808 -5.6644 1.7248 -0.356 0.598 -0.397 0.261
H 5.2501 -5.5678 0.0213 0.445 0.089 0.580 0.285
H 5.3508 -7.8236 1.7842 -0.231 0.173 -0.668 0.496
H 3.6969 -7.0642 -0.7572 0.016 -0.522 0.456 0.186
H 3.7005 -8.7741 -0.1119 0.338 0.477 -0.072 0.373
H 5.2280 -7.9461 -0.6955 -0.621 -0.206 0.182 0.339
H 3.4674 -7.9529 2.7259 0.098 0.155 -0.276 0.296
H 5.0008 -1.1273 -0.5471 0.073 -0.203 0.120 0.411
H 2.6608 -1.4006 -1.3819 0.162 -0.003 0.811 0.920
H 2.7326 0.2109 -0.7061 0.156 -0.607 0.341 0.850
H 0.5152 -1.3865 0.6003 0.448 0.145 -0.328 -0.013
H 0.5611 0.2121 -0.1645 0.066 -0.606 0.274 0.869
H 0.8241 -1.9509 -2.2364 -0.147 0.205 0.479 0.655
H -0.1303 -0.4580 -2.1578 0.169 -0.602 0.082 0.701
H -1.1606 -3.1022 -1.9239 -0.270 0.469 0.270 0.520
H -0.9977 -2.5706 -0.2236 -0.450 0.081 -0.447 0.403
H 4.1772 -0.6781 2.7118 -0.544 0.189 -0.492 -0.066
H 4.8950 -0.0092 1.2846 -0.638 -0.093 0.114 0.646
H 3.1827 1.6243 0.8294 -0.479 -0.698 0.318 0.275
H 3.9481 3.0599 2.5161 -0.075 -0.461 0.217 0.312
H 5.0916 1.6756 2.7043 -0.449 0.336 -0.183 0.398
H 3.7144 1.7838 3.8023 0.155 0.364 -0.540 0.380
H 0.9548 -2.5350 2.3365 0.644 0.082 0.193 0.503
H 1.8701 -3.9330 2.8847 0.247 0.582 -0.133 0.685
H 2.5324 -1.0325 3.8607 -0.034 -0.532 -0.361 0.081
H 3.1948 -2.5450 4.4981 -0.226 0.091 -0.818 0.171
H 0.7474 -3.1408 4.6735 0.014 0.154 0.318 0.334
H 0.5004 -1.5449 4.5712 0.036 -0.186 0.219 0.333
H 3.6502 -3.5220 -1.3360 -0.514 -0.274 0.064 0.232
H 2.4591 -4.9006 -2.8995 -0.154 0.054 0.556 0.405
H -0.5464 -5.6922 -0.2594 0.479 0.321 -0.043 0.524
H 0.3785 -4.2666 1.4290 0.263 -0.188 -0.510 0.477
O -11.0589 1.1020 0.0407 0.016 0.078 0.038 -0.667
C -10.7040 2.1600 0.5206 -0.138 -0.447 -0.210 0.550
C -11.6594 3.0016 1.2887 -0.016 0.141 0.080 0.180
C -12.9647 2.5590 1.4747 -0.184 -0.010 0.069 -0.547
C -13.8526 3.3166 2.2215 0.068 0.034 0.001 -0.464
C -13.4405 4.5196 2.7875 0.044 -0.051 -0.055 -0.457
C -12.1460 4.9729 2.5907 -0.171 0.066 0.096 -0.553
C -11.2530 4.2197 1.8364 -0.098 -0.139 -0.020 0.180
C -9.8723 4.7252 1.6174 0.166 0.461 0.186 0.640
O -9.5355 5.8104 2.0486 -0.033 -0.083 -0.026 -0.667
C -8.9119 3.8753 0.8675 -0.006 -0.125 -0.068 0.163
C -7.6067 4.3171 0.6846 0.213 0.008 -0.032 -0.555
C -6.6931 3.5183 0.0150 -0.136 -0.043 0.001 -0.739
C -7.0784 2.2734 -0.4745 -0.143 0.463 0.059 -0.350
C -8.3831 1.8352 -0.3066 0.147 -0.006 -0.084 -0.740
C -9.3052 2.6351 0.3595 0.133 0.106 0.036 0.266
H -13.2861 1.6212 1.0400 0.159 0.013 -0.028 0.466
H -14.8675 2.9682 2.3689 0.036 0.008 -0.007 0.392
H -14.1323 5.1045 3.3813 0.023 -0.014 -0.027 0.396
H -11.8295 5.9114 3.0277 0.121 -0.052 -0.096 0.462
H -7.3021 5.2826 1.0683 -0.156 -0.025 0.052 0.472
H -5.6753 3.8630 -0.1232 -0.034 -0.011 0.001 0.418
H -6.3630 1.6544 -0.9865 -0.016 0.179 -0.085 0.617
H -8.6818 0.8687 -0.6908 -0.143 0.079 0.055 0.530
O 4.9573 3.4431 -1.4266 -0.051 0.012 -0.068 -0.718
C 4.7409 4.1880 -2.3647 0.109 -0.307 0.386 0.496
C 5.6881 4.2642 -3.5065 0.030 0.067 -0.123 0.153
C 6.8228 3.4599 -3.5100 0.148 -0.085 -0.064 -0.491
C 7.6925 3.4949 -4.5882 -0.052 0.040 -0.019 -0.507
C 7.4322 4.3325 -5.6688 -0.044 -0.008 0.084 -0.461
C 6.3118 5.1482 -5.6624 0.157 -0.037 -0.124 -0.588
C 5.4395 5.1221 -4.5802 0.061 -0.132 0.094 0.206
C 4.2505 6.0148 -4.5773 -0.072 0.333 -0.408 0.588
O 4.0631 6.7990 -5.4853 0.009 -0.064 0.072 -0.666
C 3.2928 5.9231 -3.4444 -0.040 -0.051 0.118 0.403
C 2.1559 6.7241 -3.4412 -0.177 0.067 0.070 -0.726
C 1.2400 6.6220 -2.4053 0.080 -0.063 0.005 -0.402
C 1.4562 5.7187 -1.3683 0.034 0.036 -0.068 -0.704
C 2.5955 4.9301 -1.3620 -0.220 0.021 0.157 -0.458
C 3.5187 5.0320 -2.3947 -0.038 0.056 -0.080 0.117
H 7.0251 2.8036 -2.6732 -0.133 0.067 0.023 0.486
H 8.5734 2.8648 -4.5911 -0.032 0.020 0.004 0.402
H 8.1066 4.3493 -6.5161 -0.020 0.008 0.032 0.406
H 6.1147 5.8024 -6.5021 -0.108 0.035 0.115 0.467
H 1.9830 7.4238 -4.2488 0.133 -0.083 -0.036 0.480
H 0.3531 7.2435 -2.4064 0.033 -0.021 -0.003 0.395
H 0.7353 5.6329 -0.5645 0.031 0.003 -0.023 0.445
H 2.7628 4.2307 -0.5526 0.123 0.010 -0.079 0.669
```
Positions in Å, forces in eV/Å.

The value obtained for the HOMO energy is -7.64 eV. Its HOMO-LUMO gap is 0.234 Eh. As for the SMILES: C=C[C@]1(OC[C@H](C)O)C(=O)N[C@](CCCCC(F)(F)C(F)(F)S(F)(F)(F)(F)F)(C[C@H](C)Br)[C@@]1(CCN)c1ccncc1.O=C1c2ccccc2C(=O)c2ccccc21.O=C1c2ccccc2C(=O)c2ccccc21.